A 9-piece molecular cluster, H18O9 overall in a non-equilibrium geometry. Source: the OMol25 dataset; level of theory: the ωB97M-V functional and the def2-TZVPD basis.

```
27
Properties=species:S:1:pos:R:3:forces:R:3
O 0.3756 -0.0802 0.1130 1.2 -0.2 0.8
H 0.5409 0.8681 0.0643 -0.1 -0.2 0.0
H 1.2123 -0.4781 -0.1528 0.3 0.2 0.0
O 0.1031 -2.8605 -2.0624 0.2 -0.1 0.1
H 0.3078 -3.4332 -1.3147 0.0 0.0 -0.1
H 0.5880 -3.2524 -2.7975 -0.1 0.1 0.0
O -3.6387 -2.7686 0.7818 0.1 -0.2 0.0
H -2.7207 -3.0439 0.6796 -0.1 0.1 0.0
H -4.1372 -3.5922 0.7341 0.0 0.1 0.0
O 3.3164 0.2856 -0.9427 -0.1 -0.1 -0.2
H 3.6169 0.0798 -1.8350 0.0 0.0 0.1
H 3.2860 1.2487 -0.9218 0.2 0.2 0.1
O -3.2411 2.9384 -1.3148 0.2 0.2 0.0
H -3.0460 2.6625 -0.4121 0.0 -0.1 0.0
H -2.5152 2.5737 -1.8335 -0.2 -0.2 0.1
O 3.4242 3.3172 0.0406 -0.2 0.0 0.0
H 3.5980 4.2653 0.0411 0.1 -0.1 -0.1
H 2.6569 3.2192 0.6156 0.1 0.0 0.0
O -2.6355 2.4475 2.2132 0.1 0.0 0.2
H -3.2849 2.5996 2.9090 0.0 0.0 -0.1
H -1.9783 1.8764 2.6267 0.0 0.0 -0.1
O -1.5676 -0.0173 -1.2650 -1.1 0.1 -1.0
H -1.5109 -0.7774 -0.6750 0.1 0.3 -0.2
H -0.7640 -0.0710 -1.7945 -0.2 -0.2 0.3
O 2.9418 -2.4595 2.3654 -0.1 -0.2 -0.1
H 2.4735 -2.2130 1.5598 0.1 0.1 0.1
H 2.5987 -3.3348 2.5776 0.1 0.1 0.1
```
Forces are in eV/Å.

Results of the natural (NBO) charge analysis, in e, for atoms 1 through 6: -0.955, 0.471, 0.482, -0.937, 0.465, 0.472

A 2-piece molecular cluster, C4H15N2O overall in a non-equilibrium geometry. Source: the OMol25 dataset; level of theory: the ωB97M-V functional and the def2-TZVPD basis.

```
22
Properties=species:S:1:pos:R:3:forces:R:3
C -1.7863 0.1694 0.6279 2.9 -0.4 4.1
N -1.9828 -0.9811 1.5703 0.7 1.3 1.6
C -0.7152 -0.3196 -0.4044 -2.5 1.6 -0.2
N 0.5695 -0.9779 0.1089 -1.6 2.3 3.7
C 0.7226 0.8511 -2.0961 4.1 1.3 -2.4
C -0.4859 1.0035 -1.2280 1.9 -0.8 0.3
H -1.3255 0.9641 1.3041 -0.8 -0.4 -1.3
H -2.7613 0.4673 0.2550 0.5 0.3 -0.8
H -2.2415 -0.7157 2.5653 0.7 0.0 -1.7
H -2.8248 -1.3299 1.2394 -1.8 -1.8 -0.5
H -1.3249 -1.1308 -0.7694 0.5 -0.3 -1.5
H 1.1464 -0.1519 0.5178 -0.2 -1.9 -1.1
H 0.2535 -1.4761 1.1797 0.8 0.7 -4.2
H 1.0702 -1.4584 -0.6988 -0.7 0.3 1.9
H 0.8423 -0.1130 -2.7453 -0.4 1.8 1.1
H 1.6596 0.9807 -1.4067 -1.3 -0.9 -1.2
H 1.0148 1.8152 -2.7929 -1.4 -2.5 1.4
H -0.0364 1.7295 -0.5023 -1.5 -0.2 -0.2
H -1.3312 1.4182 -1.7899 -0.1 -0.5 0.6
H 3.1008 -0.5048 2.4108 0.0 -0.2 0.8
H 3.6113 0.0905 1.1355 -0.3 -0.1 0.0
O 2.8249 -0.3304 1.5190 0.4 0.5 -0.8
```
Forces are in eV/Å.

## Properties
Total charge ... +1

Results of the natural (NBO) charge analysis, in e, for atoms 1 through 6: -0.230, -0.866, -0.069, -0.779, -0.643, -0.442

A 6-piece molecular cluster, CH14O5S2 overall in a non-equilibrium geometry. Source: the OMol25 dataset; level of theory: the ωB97M-V functional and the def2-TZVPD basis.

```
22
Properties=species:S:1:pos:R:3:forces:R:3
C -1.0373 0.1602 -2.8460 1.2 -1.6 2.4
S -2.4733 0.5358 -3.8100 -0.2 -0.3 -0.6
S -3.4124 -1.3292 -3.9301 0.5 -0.7 0.3
H -1.2122 0.7926 -1.9678 0.7 -0.2 0.0
H -0.9252 -0.8993 -2.4166 -1.0 1.3 -0.7
H -0.0022 0.2524 -3.1881 -0.4 0.8 -0.8
H -2.6706 -1.9580 -2.9532 -0.7 0.6 -0.5
O 3.6822 1.1038 1.1324 -0.4 -0.5 0.8
H 3.1289 0.3136 1.3023 0.1 0.3 -0.3
H 3.9712 1.2774 2.0403 0.2 0.2 -0.2
O -2.1354 -2.0626 0.1225 -0.3 0.3 -0.6
H -2.1664 -1.8520 1.0556 0.3 -0.4 0.2
H -1.5031 -2.7682 -0.0386 0.1 0.0 0.5
O 1.2415 2.5397 0.8313 -0.5 -0.1 0.1
H 2.1812 2.4007 1.0223 0.1 -0.1 -0.3
H 1.1355 3.3220 0.2855 0.3 0.0 0.0
O 1.7496 -1.1204 2.5722 -0.7 -0.2 0.1
H 1.5981 -1.4391 3.4704 0.4 0.0 0.0
H 0.8320 -0.8807 2.3087 0.7 0.3 -0.1
O -0.4079 0.4071 1.9492 -0.6 -0.1 -0.2
H -0.2386 1.0267 1.2259 0.5 0.2 0.1
H -1.3356 0.1775 1.8317 0.0 0.0 0.1
```
Forces are in eV/Å.

Results of the natural (NBO) charge analysis, in e, for atoms 1 through 6: -0.797, 0.108, -0.156, 0.228, 0.238, 0.234

One molecule with the formula C21H25N3O2. Source: the OMol25 dataset; level of theory: the ωB97M-V functional and the def2-TZVPD basis.

```
51
Properties=species:S:1:pos:R:3:forces:R:3
C 0.1624 4.6135 -1.2760 -0.3 0.0 0.0
C -0.5113 3.8919 -0.1258 0.5 0.2 -0.1
O -1.6859 4.0294 0.1539 -0.5 0.1 0.0
N 0.3342 3.1121 0.5799 0.2 -0.1 0.0
C -0.1080 2.2256 1.6245 -0.1 -0.2 0.1
C -0.1224 0.7639 1.1563 -0.1 0.2 0.1
C 1.2216 0.3037 0.7050 -0.1 -0.1 0.1
N 2.1623 1.0981 0.2706 0.0 0.4 0.1
C 3.2199 0.2937 -0.0660 0.0 -0.7 0.1
C 4.4705 0.6166 -0.5780 -0.1 -0.1 0.0
C 5.3430 -0.4204 -0.8318 0.2 0.1 -0.1
C 4.9916 -1.7489 -0.5869 0.0 -0.1 0.0
C 3.7544 -2.0892 -0.0776 -0.1 -0.2 0.0
C 2.8717 -1.0532 0.1820 0.4 0.5 -0.2
N 1.5917 -1.0168 0.6862 0.2 0.3 0.0
C 0.7865 -2.1591 1.0267 -0.4 -0.3 -0.2
C -0.2427 -2.4554 -0.0669 0.0 -0.1 0.3
C -1.1418 -3.6390 0.2881 -0.2 0.3 -0.3
C -2.4246 -3.6780 -0.5554 0.4 -0.4 0.1
O -3.4133 -2.8082 -0.0464 -0.3 0.3 0.0
C -3.3450 -1.4590 -0.2870 -0.1 0.3 0.1
C -3.8437 -0.6360 0.7220 0.1 -0.3 -0.1
C -3.8347 0.7371 0.5742 0.0 0.0 -0.1
C -3.3288 1.3155 -0.5791 0.0 0.2 -0.1
C -2.8562 0.4994 -1.5924 0.0 0.1 0.0
C -2.8666 -0.8795 -1.4585 -0.1 -0.4 0.0
H -0.5599 5.2508 -1.7776 0.0 0.0 0.0
H 0.5608 3.8900 -1.9836 0.1 0.0 -0.1
H 0.9824 5.2216 -0.9021 0.1 0.0 0.0
H 1.2569 2.8850 0.2234 -0.1 0.2 -0.1
H -1.1193 2.5281 1.9060 0.2 -0.1 0.0
H 0.5603 2.3303 2.4849 -0.1 0.0 0.0
H -0.4844 0.1285 1.9669 -0.1 0.0 0.0
H -0.8304 0.6801 0.3253 0.0 -0.1 0.1
H 4.7384 1.6440 -0.7662 0.0 0.1 0.0
H 6.3231 -0.2057 -1.2311 0.1 0.0 0.0
H 5.7060 -2.5293 -0.8028 0.0 -0.1 0.0
H 3.4938 -3.1213 0.1058 0.0 -0.1 0.0
H 1.4522 -3.0141 1.1672 0.0 0.1 0.1
H 0.2717 -1.9695 1.9747 0.1 -0.1 -0.1
H 0.2776 -2.6519 -1.0074 0.0 0.1 0.0
H -0.8552 -1.5644 -0.2029 0.1 0.0 0.0
H -0.5969 -4.5747 0.1524 0.0 -0.1 0.0
H -1.4413 -3.5722 1.3365 0.0 -0.1 0.0
H -2.1983 -3.4769 -1.6078 -0.1 0.0 0.0
H -2.8784 -4.6705 -0.4844 0.1 0.1 -0.1
H -4.2318 -1.1007 1.6153 0.0 -0.1 0.1
H -4.2124 1.3640 1.3675 0.0 0.1 0.1
H -3.2872 2.3888 -0.6731 0.0 0.1 0.0
H -2.4709 0.9364 -2.5024 0.0 0.0 -0.1
H -2.4979 -1.4922 -2.2681 0.0 -0.1 0.0
```
Forces are in eV/Å.

Results of the natural (NBO) charge analysis, in e, for atoms 1 through 6: -0.709, 0.683, -0.653, -0.639, -0.214, -0.468

Number 1: lowest unoccupied orbital energy -0.1 eV, HOMO-LUMO gap 9.86 eV, calculated total energy -687.9102 Ha. Number 2: lowest unoccupied orbital energy -3.2 eV, HOMO-LUMO gap 10.86 eV, calculated total energy -345.8330 Ha. Number 3: lowest unoccupied orbital energy 0.2 eV, HOMO-LUMO gap 8.19 eV, calculated total energy -1219.0341 Ha. Number 4: lowest unoccupied orbital energy 0.6 eV, HOMO-LUMO gap 9.19 eV, calculated total energy -1130.0212 Ha.